{
  "formula": "C5H6N2O2",
  "method": "ωB97M-V/def2-TZVPD",
  "e_tot_ha": -454.07039,
  "lumo_ha": 0.0122,
  "homo_energy_ev": -9.94,
  "relative_energy_kj_mol": 167.52,
  "gap_ev": 10.3,
  "symbols": ["C", "N", "C", "C", "C", "O", "N", "C", "O", "H", "H", "H", "H", "H", "H"],
  "positions_angstrom": [[-0.367, 0.417, -1.643], [-0.415, 1.146, -0.591], [-0.201, 0.571, 0.726], [0.424, -0.825, 0.755], [1.636, -0.897, -0.104], [1.975, -1.765, -0.863], [2.703, -0.139, 0.432], [3.680, 0.508, 0.071], [4.599, 1.172, -0.239], [-0.431, 1.001, -2.600], [0.080, -0.566, -1.748], [-1.164, 0.487, 1.182], [0.453, 1.252, 1.204], [-0.247, -1.498, 0.426], [0.762, -0.909, 1.811]]
}

***

{
  "formula": "C20H31ClN2OSn",
  "method": "ωB97M-V/def2-TZVPD",
  "total_charge": 2,
  "e_tot_ha": -1639.22641,
  "lumo_ha": [-0.3858, -0.3858],
  "homo_energy_ev": [-14.48, -14.48],
  "relative_energy_kj_mol": 0.00,
  "gap_ev": [4.0, 4.0],
  "symbols": ["C", "C", "C", "C", "Cl", "H", "H", "H", "H", "H", "H", "H", "H", "H", "C", "C", "C", "H", "C", "C", "H", "H", "H", "H", "C", "C", "C", "H", "C", "C", "H", "H", "H", "H", "Sn", "C", "N", "C", "C", "C", "N", "C", "C", "O", "H", "H", "H", "H", "H", "H", "H", "H", "H", "H", "H", "H"],
  "positions_angstrom": [[0.258, 0.787, -6.532], [1.633, 1.349, -6.915], [0.034, -0.546, -7.258], [-0.832, 1.782, -6.950], [0.187, 0.521, -4.713], [0.082, -0.369, -8.340], [-0.945, -0.967, -7.014], [0.803, -1.275, -6.988], [1.660, 1.498, -8.002], [2.433, 0.658, -6.634], [1.814, 2.310, -6.425], [-0.776, 1.928, -8.037], [-0.692, 2.748, -6.458], [-1.827, 1.404, -6.698], [2.133, -1.498, 0.965], [1.420, -2.391, 0.124], [1.485, -1.906, -1.211], [0.985, -3.339, 0.440], [2.267, -0.676, -1.189], [2.650, -0.443, 0.185], [3.292, 0.365, 0.533], [2.358, -1.679, 2.015], [1.162, -2.425, -2.111], [2.648, -0.151, -2.065], [-2.388, 1.200, 0.448], [-2.549, 0.013, 1.194], [-2.544, -1.096, 0.306], [-2.783, -0.034, 2.255], [-2.393, -0.613, -1.024], [-2.302, 0.841, -0.947], [-2.358, 1.526, -1.794], [-2.406, 2.214, 0.840], [-2.725, -2.132, 0.593], [-2.498, -1.184, -1.942], [0.055, 0.225, -0.653], [-0.410, -1.444, 3.480], [0.058, -0.207, 4.080], [-0.193, -0.070, 5.503], [0.827, 0.886, 6.086], [0.782, 2.207, 5.367], [0.686, 2.029, 3.931], [0.936, 3.205, 3.129], [0.385, 0.862, 3.292], [0.371, 0.776, 2.030], [0.191, -2.273, 3.885], [-0.292, -1.401, 2.392], [-1.470, -1.616, 3.740], [-1.218, 0.323, 5.672], [-0.103, -1.067, 5.950], [1.823, 0.437, 5.981], [0.617, 1.025, 7.151], [1.698, 2.767, 5.589], [-0.056, 2.819, 5.725], [0.215, 3.995, 3.376], [1.941, 3.603, 3.316], [0.854, 2.948, 2.074]]
}

***

{
  "formula": "C5H11NO2",
  "method": "ωB97M-V/def2-TZVPD",
  "e_tot_ha": -402.24122,
  "lumo_ha": 0.0278,
  "homo_energy_ev": -9.12,
  "relative_energy_kj_mol": 359.50,
  "gap_ev": 9.9,
  "symbols": ["C", "C", "C", "N", "O", "H", "H", "H", "H", "H", "C", "C", "O", "H", "H", "H", "H", "H", "H"],
  "positions_angstrom": [[-2.562, 0.566, -0.778], [-1.571, -0.267, -1.083], [0.073, 0.132, -1.038], [0.313, 1.481, -0.862], [0.777, -0.580, -1.755], [-3.593, 0.327, -1.025], [-2.393, 1.479, -0.216], [-1.743, -1.171, -1.657], [0.893, 1.908, -1.572], [-0.342, 2.065, -0.365], [1.767, -0.020, 1.506], [0.557, -0.855, 1.158], [0.903, -2.143, 0.750], [2.292, -0.467, 2.355], [1.488, 1.004, 1.762], [2.470, 0.008, 0.670], [-0.137, -0.922, 2.003], [-0.403, -0.494, 0.323], [1.211, -2.050, -0.177]]
}

***

{
  "formula": "BrH16O8",
  "method": "ωB97M-V/def2-TZVPD",
  "total_charge": -1,
  "e_tot_ha": -3185.64894,
  "lumo_ha": 0.1090,
  "homo_energy_ev": -6.42,
  "relative_energy_kj_mol": 69.32,
  "gap_ev": 9.4,
  "symbols": ["Br", "O", "H", "H", "O", "H", "H", "O", "H", "H", "O", "H", "H", "O", "H", "H", "O", "H", "H", "O", "H", "H", "O", "H", "H"],
  "positions_angstrom": [[8.507, -11.702, 13.843], [7.768, -13.990, 11.604], [8.242, -13.437, 10.984], [7.553, -13.406, 12.331], [5.915, -10.277, 15.961], [6.336, -10.773, 16.663], [6.521, -10.342, 15.224], [11.833, -12.125, 14.383], [11.816, -13.027, 14.703], [10.991, -12.012, 13.941], [8.948, -8.826, 11.856], [8.513, -9.051, 11.034], [8.701, -9.528, 12.458], [9.164, -9.334, 16.405], [8.424, -9.169, 16.989], [8.920, -10.127, 15.927], [5.829, -11.055, 11.782], [6.584, -11.435, 12.232], [6.210, -10.499, 11.103], [7.411, -14.704, 14.931], [8.229, -14.216, 14.840], [7.672, -15.540, 15.317], [10.768, -14.165, 12.092], [10.385, -13.328, 12.355], [10.921, -14.628, 12.915]]
}

***

{
  "formula": "C29H9BF15GeN4O2PtS2",
  "method": "ωB97M-V/def2-TZVPD",
  "total_charge": -1,
  "e_tot_ha": -5995.69530,
  "lumo_ha": 0.0702,
  "homo_energy_ev": -5.14,
  "relative_energy_kj_mol": 8.49,
  "gap_ev": 7.1,
  "symbols": ["Pt", "N", "C", "C", "N", "C", "C", "N", "H", "H", "H", "H", "H", "S", "C", "N", "F", "C", "C", "C", "F", "C", "F", "C", "F", "C", "F", "Ge", "S", "C", "C", "F", "C", "F", "C", "F", "C", "F", "C", "F", "C", "C", "F", "C", "F", "C", "F", "C", "F", "C", "F", "O", "B", "O", "C", "C", "C", "C", "C", "C", "H", "H", "H", "H"],
  "positions_angstrom": [[-0.722, -1.645, 0.449], [3.920, -2.759, 2.851], [3.308, -2.311, 1.704], [1.908, -2.228, 1.635], [1.316, -1.815, 0.526], [2.081, -1.491, -0.531], [3.449, -1.595, -0.436], [4.074, -2.003, 0.669], [3.403, -2.662, 3.709], [4.899, -2.531, 2.915], [1.274, -2.468, 2.476], [1.577, -1.154, -1.423], [4.069, -1.332, -1.284], [-5.449, -1.944, 0.055], [-3.844, -1.701, 0.200], [-2.700, -1.490, 0.296], [-3.637, 1.877, -0.198], [-2.758, 1.747, -1.189], [-1.400, 1.688, -0.923], [-0.593, 1.375, -2.007], [0.733, 1.187, -1.850], [-1.075, 1.216, -3.292], [-0.247, 0.922, -4.301], [-2.433, 1.346, -3.525], [-2.919, 1.192, -4.755], [-3.283, 1.601, -2.464], [-4.596, 1.677, -2.671], [-0.544, 2.044, 0.830], [-0.486, 0.307, 2.040], [-1.183, 3.585, 1.932], [-0.359, 3.881, 3.011], [0.796, 3.219, 3.186], [-0.663, 4.836, 3.964], [0.169, 5.078, 4.983], [-1.845, 5.545, 3.858], [-2.157, 6.473, 4.763], [-2.692, 5.290, 2.796], [-3.824, 5.988, 2.669], [-2.348, 4.327, 1.860], [-3.188, 4.188, 0.832], [1.181, 2.901, 0.274], [2.434, 2.350, 0.468], [2.578, 1.140, 1.020], [3.601, 3.003, 0.106], [4.795, 2.439, 0.314], [3.528, 4.255, -0.481], [4.644, 4.895, -0.835], [2.292, 4.835, -0.703], [2.213, 6.037, -1.280], [1.152, 4.145, -0.324], [-0.029, 4.740, -0.581], [-0.953, -4.627, 0.245], [-0.800, -3.419, -0.483], [-0.627, -3.743, -1.843], [-0.694, -5.104, -1.933], [-0.596, -5.898, -3.052], [-0.705, -7.276, -2.857], [-0.904, -7.811, -1.590], [-1.004, -6.994, -0.463], [-0.892, -5.637, -0.668], [-0.447, -5.467, -4.032], [-0.638, -7.938, -3.710], [-0.990, -8.884, -1.475], [-1.165, -7.398, 0.526]]
}

***

{
  "formula": "C2H5CdF10N2O9PS4",
  "method": "ωB97M-V/def2-TZVPD",
  "total_charge": -2,
  "e_tot_ha": -3966.72242,
  "lumo_ha": 0.1759,
  "homo_energy_ev": -3.18,
  "relative_energy_kj_mol": 0.00,
  "gap_ev": 8.0,
  "symbols": ["Cd", "C", "C", "O", "H", "H", "H", "H", "H", "N", "S", "O", "O", "F", "S", "O", "O", "F", "N", "S", "O", "O", "F", "S", "O", "O", "F", "P", "F", "F", "F", "F", "F", "F"],
  "positions_angstrom": [[-1.950, -4.663, 13.373], [-3.982, -6.051, 16.663], [-3.787, -4.621, 16.197], [-3.345, -4.517, 14.908], [-4.442, -6.056, 17.664], [-3.052, -6.612, 16.771], [-4.630, -6.610, 15.984], [-3.036, -4.135, 16.858], [-4.736, -4.074, 16.367], [-1.409, -6.694, 13.433], [-2.270, -8.053, 13.583], [-2.326, -8.546, 14.911], [-2.085, -8.989, 12.535], [-3.694, -7.444, 13.383], [0.124, -7.253, 13.157], [0.432, -7.629, 11.837], [0.579, -8.032, 14.255], [0.824, -5.857, 13.367], [-0.541, -3.205, 13.258], [-0.144, -2.131, 14.479], [-0.676, -0.841, 14.272], [1.165, -2.325, 14.988], [-1.041, -2.823, 15.562], [0.429, -2.762, 12.029], [1.810, -2.880, 12.296], [-0.012, -1.591, 11.365], [0.110, -3.967, 11.085], [-3.614, -4.854, 10.025], [-2.302, -5.756, 9.831], [-4.327, -6.055, 10.800], [-2.944, -4.301, 11.476], [-4.872, -3.903, 10.305], [-2.872, -3.642, 9.268], [-4.232, -5.342, 8.620]]
}